17
Properties=species:S:1:pos:R:3:forces:R:3 method="wB97M-V/def2-TZVPD" e_lumo_ev=0.317 max_force_ev_per_a=2.2 e_above_lowest_ev=5.3193 orbital_gap_ha=0.2971 molar_mass_g_mol=115.132 multiplicity=1
C 0.49550 -0.60078 1.94274 -0.3324 0.5874 0.1812
C 1.07529 -0.14278 -0.56828 -0.4565 -1.0314 0.8296
C -0.37498 -0.56531 0.69927 1.3826 -0.3733 -1.6375
N 0.87582 -1.04535 -1.53458 0.0074 -0.0223 -0.2490
O 2.09279 0.45230 -0.31149 -0.1229 0.2622 -0.0861
O -1.09383 -1.46070 0.26197 -0.0882 0.5167 0.0528
H 0.05022 -1.62739 -1.48626 0.0133 0.1098 0.0813
H 1.63393 -1.30159 -2.14563 -0.0166 0.0547 0.0187
H 1.24662 -1.38448 1.84790 -0.1340 0.0016 -0.1415
H 0.99631 0.35588 2.07775 0.0494 -0.0659 0.0336
H -0.14518 -0.80898 2.80080 0.0508 -0.0106 0.0044
C -0.54826 1.24983 -0.29081 -1.1734 0.0007 1.3196
C -1.54125 1.39484 -1.16037 0.2144 -0.4424 0.3510
H -2.19752 0.55887 -1.36933 -0.1594 0.0802 0.0259
H 0.15215 2.00493 0.03716 0.0658 -0.1653 0.1550
H -0.99284 0.55850 0.80739 0.4614 0.6398 -0.6192
H -1.72477 2.36218 -1.60822 0.2386 -0.1419 -0.3199

=====

17
Properties=species:S:1:pos:R:3:forces:R:3 method="wB97M-V/def2-TZVPD" e_lumo_ev=0.872 max_force_ev_per_a=0.9 smiles=C#COCCN(C)O e_above_lowest_ev=5.1912 orbital_gap_ha=0.3563 molar_mass_g_mol=115.132 multiplicity=1
C 2.90807 0.41158 -0.13897 -0.2610 0.8535 0.0586
C -0.75853 -0.11811 -1.51398 -0.3082 -0.0684 -0.0369
N -0.93978 -0.97000 -0.35476 -0.1438 -0.5820 -0.0749
C 1.96711 1.11333 0.13212 -0.0255 -0.6866 -0.0107
C -0.15243 -0.60063 0.80678 0.5040 -0.0532 -0.2717
C -0.11551 0.86673 1.20433 0.1077 0.0082 0.0401
O -2.33088 -0.98641 0.00218 0.0458 0.3457 0.0210
O 0.83522 1.67158 0.39867 -0.4923 0.0601 0.2329
H -2.63490 -1.88182 -0.20469 0.3105 0.2018 0.0159
H 0.89306 -0.90616 0.57804 -0.6404 0.0224 0.2950
H 3.85033 0.03028 -0.39481 0.4926 -0.3628 -0.0818
H -0.51888 -1.19445 1.64636 0.1159 0.0856 -0.0477
H 0.29890 -0.12758 -1.76959 0.0679 0.0152 -0.0332
H -1.33455 -0.54257 -2.33868 0.1144 0.0859 0.0345
H -1.08086 0.91730 -1.35558 -0.0164 0.0030 0.0189
H 0.18976 0.95738 2.25311 -0.0199 0.0745 -0.2042
H -1.07611 1.35955 1.04947 0.1485 -0.0031 0.0442

=====

17
Properties=species:S:1:pos:R:3:forces:R:3 method="wB97M-V/def2-TZVPD" e_lumo_ev=0.518 max_force_ev_per_a=1.9 e_above_lowest_ev=2.4443 orbital_gap_ha=0.3693 molar_mass_g_mol=115.132 multiplicity=1
C -1.22263 0.71452 -0.71161 -0.1406 -0.8083 0.2171
C 0.98897 -1.38350 1.48323 0.1174 0.2310 0.0859
C -0.71408 1.84432 0.17657 -0.0157 -0.0491 -0.0470
C -0.87150 -0.67693 -0.10195 -0.9434 1.1350 -1.1442
C 0.57955 -0.90552 0.13085 0.5941 0.2702 -0.7901
O 1.12737 -0.47215 -2.05390 -0.5601 0.3559 0.3037
N 1.49737 -0.66399 -0.72555 0.7985 -1.0091 0.2728
O -1.72080 -1.47062 0.21624 0.1945 -0.1008 0.1757
H 1.96992 -0.41480 -2.52664 -0.1494 0.0066 0.3847
H -0.79721 0.80684 -1.71218 0.0926 -0.1600 0.1266
H -2.30803 0.74552 -0.82062 0.0286 -0.0423 0.1386
H 2.06255 -1.55050 1.51400 -0.0080 0.0023 -0.0030
H 0.45934 -2.31029 1.70202 -0.0239 -0.0107 -0.0023
H 0.71157 -0.65284 2.24249 -0.0261 -0.0112 0.1306
H 0.37185 1.82103 0.25107 0.0655 0.0549 0.0117
H -1.12867 1.76416 1.17990 -0.0346 0.0751 0.0874
H -1.00557 2.80474 -0.24392 0.0106 0.0605 0.0519

=====

18
Properties=species:S:1:pos:R:3:forces:R:3 method="wB97M-V/def2-TZVPD" e_lumo_ev=0.467 max_force_ev_per_a=4.9 e_above_lowest_ev=4.4760 orbital_gap_ha=0.3320 molar_mass_g_mol=131.131 multiplicity=1
C 0.31978 0.85700 -0.79233 1.0908 0.0821 0.6345
C -0.72148 -1.93457 -0.56390 -0.2787 0.4017 0.1085
C 0.98633 2.22035 -0.63263 -0.0009 -0.0794 -0.0221
N -0.68732 -1.02206 0.55305 -0.0306 1.3952 -0.2338
C 1.08948 -0.68091 1.57934 2.8189 -0.0256 1.6989
C -0.29110 0.40803 0.51813 -4.7683 -0.6108 -0.8284
O -1.66457 -1.28583 1.52316 0.2900 0.3937 -0.0008
O 1.87117 -1.51161 1.54684 -0.4796 -0.1814 -0.2691
O -0.92703 1.16413 1.25669 1.4512 -0.9167 -0.6297
H -1.79728 -0.39520 1.92635 -0.0196 -0.2080 -0.2373
H 1.04066 0.11486 -1.14047 -0.0340 0.0140 -0.0944
H -0.48740 0.91825 -1.52719 -0.1174 -0.1971 0.2104
H -1.10863 -2.88745 -0.20728 0.0701 0.0702 0.0399
H 0.29490 -2.08527 -0.92925 -0.0585 -0.0112 -0.1039
H -1.37936 -1.55423 -1.34772 0.0600 -0.1813 -0.2584
H 0.27020 2.94701 -0.25618 -0.0023 0.0267 -0.0180
H 1.80869 2.16147 0.07930 0.0251 0.0123 0.0109
H 1.38296 2.56604 -1.58592 -0.0162 0.0156 -0.0071

=====

18
Properties=species:S:1:pos:R:3:forces:R:3 method="wB97M-V/def2-TZVPD" e_lumo_ev=0.541 max_force_ev_per_a=6.2 e_above_lowest_ev=2.8973 orbital_gap_ha=0.3401 molar_mass_g_mol=131.131 multiplicity=1
C -0.02866 0.40372 0.41060 4.6376 0.3145 1.1859
C -0.06160 -0.66741 -0.53268 -5.7639 -1.8372 -1.4565
C -0.52193 1.75804 0.00389 -0.1268 0.9778 -0.3120
C -1.95902 -0.95192 -0.67438 0.9265 -0.5406 -1.3841
C 1.88195 0.41625 0.51218 -0.8193 2.3313 1.6230
N 2.69287 -0.66638 0.39695 -0.8826 -1.2016 -0.4024
O -2.47831 -1.60845 0.39680 0.5925 0.1463 0.1319
O -2.68946 -0.70322 -1.61191 1.4327 0.2314 0.8228
O 2.40643 1.47361 0.81150 -0.7694 -0.1788 -0.4888
H -3.41449 -1.80891 0.18266 0.4959 0.2837 0.0205
H -0.32844 0.11368 1.41860 0.1282 -0.0330 -0.1542
H 2.34498 -1.58844 0.19219 0.0267 0.1314 0.0206
H 3.68421 -0.57970 0.59476 -0.4606 0.3065 -0.0544
H 0.23137 -1.65594 -0.18873 0.2293 0.1795 -0.0600
H 0.22243 -0.40583 -1.54943 0.0009 -0.2005 0.0616
H 0.25449 2.42254 -0.38157 0.3486 -0.2125 0.3033
H -1.24632 1.76001 -0.81799 -0.1161 -0.5532 0.1840
H -0.99051 2.28836 0.83659 0.1200 -0.1450 -0.0412

=====

19
Properties=species:S:1:pos:R:3:forces:R:3 method="wB97M-V/def2-TZVPD" e_lumo_ev=0.352 max_force_ev_per_a=5.1 e_above_lowest_ev=3.5604 orbital_gap_ha=0.3272 molar_mass_g_mol=163.198 multiplicity=1
C 1.68066 -0.02950 0.93240 0.1801 0.0096 -0.4311
C -0.24458 1.16844 -0.21731 2.3693 2.5157 2.5389
C -1.50601 0.82557 -0.94331 4.6453 -1.5633 -1.3221
C 0.17874 -1.29741 -0.97779 0.0661 0.2051 1.0894
C 0.19020 0.02702 0.66179 -0.7799 -2.6665 -2.6187
N -0.74058 -0.46131 1.63246 1.4980 1.7578 -0.4403
O 2.07348 -0.44720 2.15485 -0.5962 0.4192 0.8288
O 2.49910 0.20639 0.08102 -0.4395 -0.0385 0.5680
O 0.13238 0.38601 -3.01118 1.2051 0.9016 -1.2686
S -0.80590 -0.42309 -2.26141 -1.1928 -0.3872 2.3935
H 0.71120 1.38453 -0.84442 -2.1084 -0.3474 0.4057
H -0.26758 2.16116 0.50373 -0.4975 -2.2004 -1.7063
H -2.22378 0.35599 -0.42372 -2.4750 -1.7980 2.1418
H -1.89781 1.63099 -1.38870 -1.4979 2.8621 -2.1936
H 1.23710 -1.31148 -1.36854 -1.1891 -0.0937 0.4537
H -0.25335 -2.35249 -0.75446 0.7096 1.8859 -0.1527
H -0.47450 -1.34079 2.01869 -0.4304 -0.5768 0.0870
H -1.70237 -0.30175 1.36948 0.1828 -0.4661 0.2814
H 1.41360 -0.18107 2.83641 0.3504 -0.4191 -0.6547

=====

20
Properties=species:S:1:pos:R:3:forces:R:3 method="wB97M-V/def2-TZVPD" e_lumo_ev="-0.965 / -1.353" max_force_ev_per_a=3.6 e_above_lowest_ev=1.9690 orbital_gap_ha="0.2728 / 0.2336" molar_mass_g_mol=195.265 multiplicity=1
C 0.72358 0.03170 -1.90112 0.8905 0.8013 -2.3291
C 1.17374 1.25649 -1.42532 -1.1896 1.7585 0.7306
C -0.01284 -0.87698 -1.34099 -1.5834 -1.5669 1.6921
C -0.57594 1.26112 0.77408 3.1899 -0.7692 -0.4562
C -0.71692 -2.00290 -1.96950 0.3544 1.8406 -3.0481
N -0.19588 -0.70152 2.74658 0.3061 -0.3439 -0.2569
O 1.82503 0.36095 1.59781 -0.1733 0.0535 -0.3628
O 0.47561 1.74703 3.10683 -0.3466 0.0012 0.3846
O -1.61961 1.90623 1.19223 -3.1370 1.0037 -0.1693
S 0.52206 2.28067 -0.22667 -0.0953 -1.2834 -0.8398
S 0.52413 0.73579 2.08773 -0.0155 -2.0272 0.5141
H 0.81524 -0.10167 -2.97435 0.5892 0.2324 -0.2233
H 1.60285 1.86926 -2.18457 0.8977 0.4285 -0.1489
H -0.12452 -0.77580 -0.30922 -0.0941 -0.1977 1.6955
H -1.29503 -1.73570 -2.88698 0.3143 0.2450 0.6111
H -1.36177 -2.51132 -1.37751 -1.8798 -1.3495 2.1753
H -0.03136 -2.69909 -2.35495 1.2387 -1.1334 -0.3755
H 0.49169 -1.12840 3.44872 -1.3573 0.7053 -1.6105
H -0.60160 -1.39939 2.03873 1.2898 1.5513 1.3642
H -1.61847 2.48352 1.95846 0.8013 0.0498 0.6531

=====

Repeat the seventh record exactly.
20
Properties=species:S:1:pos:R:3:forces:R:3 method="wB97M-V/def2-TZVPD" e_lumo_ev="-0.965 / -1.353" max_force_ev_per_a=3.6 e_above_lowest_ev=1.9690 orbital_gap_ha="0.2728 / 0.2336" molar_mass_g_mol=195.265 multiplicity=1
C 0.72358 0.03170 -1.90112 0.8905 0.8013 -2.3291
C 1.17374 1.25649 -1.42532 -1.1896 1.7585 0.7306
C -0.01284 -0.87698 -1.34099 -1.5834 -1.5669 1.6921
C -0.57594 1.26112 0.77408 3.1899 -0.7692 -0.4562
C -0.71692 -2.00290 -1.96950 0.3544 1.8406 -3.0481
N -0.19588 -0.70152 2.74658 0.3061 -0.3439 -0.2569
O 1.82503 0.36095 1.59781 -0.1733 0.0535 -0.3628
O 0.47561 1.74703 3.10683 -0.3466 0.0012 0.3846
O -1.61961 1.90623 1.19223 -3.1370 1.0037 -0.1693
S 0.52206 2.28067 -0.22667 -0.0953 -1.2834 -0.8398
S 0.52413 0.73579 2.08773 -0.0155 -2.0272 0.5141
H 0.81524 -0.10167 -2.97435 0.5892 0.2324 -0.2233
H 1.60285 1.86926 -2.18457 0.8977 0.4285 -0.1489
H -0.12452 -0.77580 -0.30922 -0.0941 -0.1977 1.6955
H -1.29503 -1.73570 -2.88698 0.3143 0.2450 0.6111
H -1.36177 -2.51132 -1.37751 -1.8798 -1.3495 2.1753
H -0.03136 -2.69909 -2.35495 1.2387 -1.1334 -0.3755
H 0.49169 -1.12840 3.44872 -1.3573 0.7053 -1.6105
H -0.60160 -1.39939 2.03873 1.2898 1.5513 1.3642
H -1.61847 2.48352 1.95846 0.8013 0.0498 0.6531